[1]
{"formula": "C6H13NO", "method": "the ωB97M-V functional and the def2-TZVPD basis", "e_lumo_ev": 0.804, "e_above_lowest_kj_mol": 278.1, "homo_lumo_gap_ev": 9.48, "fmax_ha_per_bohr": 0.05475, "total_energy_ha": -366.32799, "elements": ["C", "C", "C", "C", "C", "N", "C", "H", "H", "H", "H", "H", "H", "H", "H", "H", "H", "H", "H", "H", "O"], "positions_angstrom": [[0.760, -2.341, -1.745], [-0.279, -1.910, -0.674], [-0.975, -0.627, -1.160], [-0.450, 0.681, -0.588], [-0.814, 1.052, 0.626], [-0.620, 2.389, 1.095], [0.386, 3.094, 0.811], [1.170, -3.309, -1.428], [0.246, -2.648, -2.657], [1.510, -1.562, -1.829], [-0.979, -2.737, -0.548], [0.242, -1.613, 0.236], [-1.011, -0.524, -2.250], [-2.052, -0.651, -0.941], [0.155, 1.200, -1.324], [-1.284, 0.537, 1.448], [1.237, 2.680, 0.276], [0.348, 4.118, 1.181], [0.155, 0.328, 3.365], [1.308, 1.312, 3.265], [0.949, 0.530, 2.844]], "nbo_charge": [-0.61, -0.40, -0.44, -0.23, -0.03, -0.41, -0.07, 0.20, 0.20, 0.21, 0.20, 0.21, 0.20, 0.21, 0.21, 0.20, 0.15, 0.17, 0.47, 0.47, -0.93]}

[2]
{"formula": "C6H13NO", "method": "the ωB97M-V functional and the def2-TZVPD basis", "e_lumo_ev": [0.599, -1.019], "e_above_lowest_kj_mol": 548.5, "homo_lumo_gap_ev": [9.34, 6.11], "fmax_ha_per_bohr": 0.04672, "total_energy_ha": -366.22498, "elements": ["C", "C", "C", "O", "N", "H", "H", "H", "H", "H", "H", "H", "C", "C", "C", "H", "H", "H", "H", "H", "H"], "positions_angstrom": [[0.815, -1.009, -0.839], [1.705, 0.905, 0.650], [0.647, 0.725, -0.444], [0.228, -1.319, -2.070], [0.748, 1.386, -1.606], [0.052, -0.459, -2.498], [1.514, 0.989, -2.159], [0.550, -1.771, -0.104], [1.908, -1.020, -0.933], [1.500, 0.274, 1.519], [2.692, 0.635, 0.272], [1.740, 1.955, 0.940], [-1.856, -1.044, 1.394], [-1.426, -0.266, 0.209], [-0.895, 1.053, 0.288], [-1.733, -0.638, -0.760], [-1.743, -2.122, 1.261], [-2.925, -0.859, 1.574], [-1.365, -0.716, 2.311], [-0.713, 1.495, 1.265], [-1.442, 1.808, -0.271]], "nbo_charge": [-0.08, -0.62, 0.16, -0.73, -0.65, 0.48, 0.32, 0.18, 0.15, 0.21, 0.21, 0.22, -0.68, -0.01, -0.49, 0.20, 0.22, 0.23, 0.22, 0.21, 0.24]}

[3]
{"formula": "C6H13NO", "method": "the ωB97M-V functional and the def2-TZVPD basis", "e_lumo_ev": [-0.701, -0.706], "e_above_lowest_kj_mol": 497.7, "homo_lumo_gap_ev": [8.01, 8.00], "fmax_ha_per_bohr": 0.06195, "total_energy_ha": -366.24435, "elements": ["C", "C", "C", "H", "H", "H", "H", "H", "H", "H", "H", "C", "C", "C", "N", "O", "H", "H", "H", "H", "H"], "positions_angstrom": [[-1.026, 0.190, 0.809], [-0.710, -0.682, 1.977], [-2.039, -0.304, -0.173], [-1.193, 1.229, 1.079], [0.402, 0.966, 0.389], [-1.561, -0.659, 2.672], [0.159, -0.323, 2.531], [-0.568, -1.723, 1.684], [-2.012, 0.273, -1.096], [-1.892, -1.356, -0.419], [-3.042, -0.190, 0.266], [0.941, 1.646, -1.684], [1.389, 0.756, -0.511], [1.548, -1.604, -0.380], [0.831, -0.608, -0.700], [2.588, 0.869, -0.132], [1.224, 1.193, -2.636], [-0.142, 1.788, -1.659], [1.412, 2.626, -1.599], [1.084, -2.589, -0.287], [2.608, -1.499, -0.132]], "nbo_charge": [0.00, -0.68, -0.66, 0.20, 0.16, 0.24, 0.24, 0.22, 0.24, 0.22, 0.23, -0.65, 0.42, -0.07, -0.48, -0.62, 0.23, 0.20, 0.23, 0.17, 0.18]}

[4]
{"formula": "C6H13NO", "method": "the ωB97M-V functional and the def2-TZVPD basis", "e_lumo_ev": 0.975, "e_above_lowest_kj_mol": 137.8, "homo_lumo_gap_ev": 10.19, "fmax_ha_per_bohr": 0.03304, "total_energy_ha": -366.38142, "elements": ["O", "C", "C", "C", "C", "C", "C", "N", "H", "H", "H", "H", "H", "H", "H", "H", "H", "H", "H", "H", "H"], "positions_angstrom": [[2.187, -2.332, -1.839], [1.605, -1.294, -1.692], [1.747, -0.493, -0.392], [1.008, 0.864, -0.338], [-0.520, 0.696, -0.443], [-1.299, -0.146, 0.560], [-1.631, 0.534, 1.889], [-2.442, 1.736, 1.840], [0.951, -0.783, -2.421], [1.323, -1.105, 0.399], [2.824, -0.384, -0.260], [1.329, 1.497, -1.164], [1.289, 1.292, 0.624], [-0.933, 1.707, -0.474], [-0.725, 0.269, -1.429], [-0.711, -1.018, 0.875], [-2.182, -0.500, 0.030], [-0.741, 0.797, 2.471], [-2.147, -0.187, 2.529], [-2.125, 2.414, 1.181], [-3.429, 1.620, 1.705]], "nbo_charge": [-0.51, 0.45, -0.52, -0.40, -0.40, -0.42, -0.22, -0.85, 0.10, 0.23, 0.24, 0.21, 0.21, 0.20, 0.20, 0.20, 0.21, 0.18, 0.20, 0.35, 0.36]}